A molecular structure, C40H32Br2IrN3O3P, computed with ωB97M-V/def2-TZVPD.

Computed properties:
energy above the lowest of the compared OMol25 structures with the same formula, charge and spin	28.9	kcal per mole
electronic energy	-204821.14986	eV
E_HOMO	-9.7848	eV
Kohn-Sham gap	6.662	eV
net charge	+1

Geometry (Å):
Ir  0.94  0.36  0.19
C  -0.93  3.17  -0.43
C  0.55  3.36  -0.36
C  1.05  4.68  -0.44
C  2.39  4.92  -0.40
C  3.29  3.83  -0.33
C  4.70  3.94  -0.34
Br  5.52  5.64  -0.43
C  5.49  2.82  -0.29
C  4.92  1.54  -0.23
Br  6.04  0.03  -0.18
C  3.55  1.36  -0.20
O  2.96  0.19  -0.14
C  2.74  2.54  -0.26
N  1.36  2.33  -0.25
H  -1.34  3.78  -1.23
H  -1.38  3.50  0.51
H  -1.19  2.13  -0.60
H  0.35  5.49  -0.52
H  2.78  5.93  -0.45
H  6.56  2.91  -0.31
O  -1.59  -5.77  -2.08
C  -1.50  -5.47  -0.70
C  -0.65  -4.25  -0.53
C  0.06  -4.02  0.63
C  0.74  -2.82  0.78
N  0.74  -1.85  -0.14
C  0.18  -2.15  -1.33
C  -0.55  -3.30  -1.54
C  0.49  -1.21  -2.42
C  0.67  -1.65  -3.72
C  1.11  -0.75  -4.68
C  1.34  -1.21  -6.10
O  0.21  -1.90  -6.62
C  1.34  0.56  -4.29
C  1.15  0.91  -2.96
N  0.73  0.05  -2.04
H  -2.08  -6.58  -2.21
H  -1.07  -6.30  -0.13
H  -2.49  -5.26  -0.28
H  0.10  -4.75  1.43
H  1.31  -2.63  1.67
H  -1.01  -3.48  -2.50
H  0.49  -2.68  -3.99
H  2.15  -1.94  -6.11
H  1.63  -0.37  -6.73
H  -0.51  -1.28  -6.76
H  1.68  1.31  -4.99
H  1.32  1.93  -2.63
C  -1.21  -2.64  5.03
C  0.01  -2.16  4.56
C  0.05  -1.41  3.40
C  -1.12  -1.14  2.68
C  -2.33  -1.59  3.18
C  -2.38  -2.35  4.35
P  -1.08  0.05  1.28
C  -2.75  0.00  0.57
C  -3.29  -1.21  0.14
C  -4.52  -1.23  -0.49
C  -5.22  -0.05  -0.70
C  -4.68  1.16  -0.28
C  -3.44  1.19  0.35
C  -0.59  1.43  2.33
C  -1.10  2.25  3.32
C  -0.19  3.02  4.03
C  1.17  2.93  3.77
C  1.67  2.08  2.78
C  0.79  1.32  2.03
H  -1.24  -3.22  5.94
H  0.92  -2.36  5.10
H  0.99  -0.99  3.06
H  -3.26  -1.36  2.67
H  -3.33  -2.69  4.72
H  -2.75  -2.14  0.31
H  -4.95  -2.17  -0.81
H  -6.18  -0.07  -1.19
H  -5.22  2.08  -0.44
H  -3.03  2.13  0.68
H  -2.16  2.28  3.53
H  -0.54  3.70  4.80
H  1.86  3.52  4.35
H  2.74  2.04  2.61